# 1
ORCA calculation (the ωB97M-V functional and the def2-TZVPD basis) on a molecular structure, C38H30BrCl3N6O6RuS.

Output
HOMO-LUMO gap (alpha / beta)	5.83 / 4.06	eV
E_tot	-182147.405	eV
lowest unoccupied orbital energy (alpha / beta)	-1.57 / -3.33	eV
energy relative to the best compared isomer or geometry (same formula, charge and spin)	18.07	kJ/mol
E_HOMO (alpha / beta)	-7.40 / -7.39	eV
multiplicity	5
net charge	0
strongest force on any atom	3.2	eV/Å

The geometry in XYZ format:
```
86
C38H30BrCl3N6O6RuS the ωB97M-V functional and the def2-TZVPD basis
C -2.8807 1.5240 2.8623
H -3.8099 2.2846 -2.9391
H 0.0005 -1.3129 3.2300
N -0.8087 -3.0523 1.5414
H 3.9847 1.8107 -1.4591
C 1.3943 -2.4110 -0.4107
H 0.0936 -2.4399 4.5719
C -5.0513 1.7229 1.6346
Cl 2.9087 1.6925 4.7979
O -2.3899 -0.6957 -1.4794
S -0.8696 -4.8680 3.4473
H 2.6905 -4.8949 1.4854
C 1.6797 -5.1707 -0.3887
C -4.3112 -1.3846 -0.2649
C 2.9928 2.1349 -1.1798
C -6.8745 -2.2149 -0.0058
C -2.8939 -0.9462 -0.3768
N 0.8198 1.5242 -0.5132
C -2.7013 -6.4353 0.1958
C -1.4195 -4.1234 1.0332
H 3.3405 4.2450 -1.3346
H 1.7792 -6.2489 -0.3786
C -1.5473 -5.2556 1.8948
C -3.0864 2.3337 -2.1261
C -3.0284 1.8765 0.3618
O 2.0199 1.5675 2.0336
H -7.8967 -2.5550 0.1125
C -2.6191 -5.3278 -0.6610
C -5.1526 2.1396 -0.7222
H -2.0184 0.8735 2.7356
H -6.8780 1.9507 0.5368
C 0.3699 -2.4769 -2.7168
C -5.1542 -1.2433 -1.3585
C -4.8135 -1.9313 0.9068
N -0.0832 -2.2899 3.5914
C -3.7653 2.1075 -0.8071
N -1.6009 1.8029 0.2590
C 2.0692 -3.0262 0.6537
H -0.3058 -1.6621 -2.4531
H -2.6173 3.3190 -2.1488
H -3.5171 1.1142 3.6464
H 2.8673 -2.8014 2.6361
N -6.0655 -2.3552 1.0378
C 0.4502 2.7940 -0.4149
Cl 0.3935 3.0555 4.3388
H -0.1758 -3.1899 -3.3347
C 2.1806 -4.4124 0.6594
C 0.9494 -3.1524 -1.5055
H 2.1360 -1.3219 1.9730
O -2.2271 -0.8459 0.7170
C -0.9748 2.9891 0.0148
H -1.9028 -3.3165 -0.9113
H 0.7463 -5.1215 -2.3172
O -1.4589 4.1024 0.0897
H -4.1703 -2.0182 1.7749
H -2.3163 1.5817 -2.3074
C 2.7161 -2.2106 1.7323
C 1.1942 1.0514 2.7583
Br -7.6967 -1.4696 -2.6268
C -5.7964 1.9402 0.4883
O 0.2711 0.2243 2.4536
Ru -0.4752 0.0971 0.1598
C -3.6600 1.6955 1.5943
C 2.6228 3.4707 -1.0996
C 2.2927 -0.2984 -0.8373
H -3.0685 -5.3825 -1.6432
H 1.1679 -2.0510 -3.3302
Cl 0.4252 0.3664 5.3771
H 3.6932 -1.8643 1.3870
C 1.3361 3.8121 -0.7099
C -1.9784 -4.1808 -0.2682
H -5.7293 2.3132 -1.6231
H -5.5488 1.5784 2.5858
C 1.2410 1.5016 4.2633
C -0.5311 -3.2572 2.8410
C 2.0497 1.1781 -0.8641
N 1.2009 -0.9978 -0.4069
O 3.3611 -0.7681 -1.1866
C -6.4623 -1.6605 -1.2096
C 1.0935 -4.5368 -1.4737
H -4.7836 -0.8113 -2.2772
H -2.2640 -7.2698 2.1324
H -2.5058 2.4902 3.2064
C -2.1692 -6.4112 1.4828
H 0.9933 4.8327 -0.6197
H -3.2032 -7.3307 -0.1455
```

From a Mulliken analysis of the wavefunction, the atomic charges in e read: number 1, C, carries -1.245; number 2, H, carries 0.439; number 3, H, carries -0.410; number 4, N, carries 0.920; number 5, H, carries 0.591; number 6, C, carries -1.201; number 7, H, carries 0.253; number 8, C, carries -0.960; number 9, Cl, carries -0.136; number 10, O, carries -0.711; number 11, S, carries -0.404; number 12, H, carries 0.445; number 13, C, carries -1.091; number 14, C, carries -0.339; number 15, C, carries -0.527; number 16, C, carries -0.342; number 17, C, carries 2.209; number 18, N, carries 0.079; number 19, C, carries -0.790; number 20, C, carries -0.723; number 21, H, carries 0.451; number 22, H, carries 0.453; number 23, C, carries 0.717; number 24, C, carries -1.797; number 25, C, carries -0.728; number 26, O, carries -0.511; number 27, H, carries 0.404; number 28, C, carries -1.425; number 29, C, carries -0.805; number 30, H, carries -0.102; number 31, H, carries 0.476; number 32, C, carries -1.785; number 33, C, carries -0.779; number 34, C, carries -0.178; number 35, N, carries 0.001; number 36, C, carries 1.564; number 37, N, carries 1.137; number 38, C, carries 1.454; number 39, H, carries 0.157; number 40, H, carries 0.356; number 41, H, carries 0.441; number 42, H, carries 0.439; number 43, N, carries -0.725; number 44, C, carries 0.777; number 45, Cl, carries -0.150; number 46, H, carries 0.422; number 47, C, carries -0.666; number 48, C, carries 1.948; number 49, H, carries 0.227; number 50, O, carries -1.024; number 51, C, carries -0.882; number 52, H, carries 0.718; number 53, H, carries 0.428; number 54, O, carries -0.633; number 55, H, carries 0.749; number 56, H, carries 0.205; number 57, C, carries -2.182; number 58, C, carries -0.415; number 59, Br, carries -0.171; number 60, C, carries -0.921; number 61, O, carries 0.570; number 62, Ru, carries 0.765; number 63, C, carries 1.416; number 64, C, carries -0.576; number 65, C, carries -0.600; number 66, H, carries 0.460; number 67, H, carries 0.408; number 68, Cl, carries -0.182; number 69, H, carries 0.406; number 70, C, carries -0.660; number 71, C, carries 0.374; number 72, H, carries 0.419; number 73, H, carries 0.438; number 74, C, carries 0.880; number 75, C, carries -0.192; number 76, C, carries 0.707; number 77, N, carries 1.119; number 78, O, carries -0.653; number 79, C, carries -0.210; number 80, C, carries -0.628; number 81, H, carries 0.660; number 82, H, carries 0.440; number 83, H, carries 0.345; number 84, C, carries -0.401; number 85, H, carries 0.596; number 86, H, carries 0.398



# 2
ORCA calculation (the ωB97M-V functional and the def2-TZVPD basis) on 6 unconnected molecules or ions with the total composition C36H38N7O12S.

Output
HOMO-LUMO gap	4.31	eV
E_tot	-83766.974	eV
lowest unoccupied orbital energy	0.29	eV
E_HOMO	-4.02	eV
multiplicity	1
net charge	-1
strongest force on any atom	7.5	eV/Å

The geometry in XYZ format:
```
94
C36H38N7O12S the ωB97M-V functional and the def2-TZVPD basis
C 1.2739 5.4434 -10.0389
C -0.9555 -0.1024 -7.1183
H -2.2827 1.1087 -5.9409
C -4.7059 -4.9815 9.9265
C -2.5796 -3.3857 3.9848
O -2.9788 0.7425 -3.6098
H -2.0663 -5.3383 3.2262
C 4.6859 0.1825 0.8386
H -0.5195 -2.3233 -3.9556
H 7.6932 5.3739 0.6569
C 0.1866 4.2787 -8.2189
C -0.1291 -1.2271 -7.1490
H 5.7861 0.0339 1.2155
H -3.7282 -6.5235 4.6347
H 4.7018 0.0161 -0.3349
C -6.2480 -4.9138 12.2643
H 0.6731 -2.8941 -6.0423
C -3.6332 -5.4412 4.7033
H -1.8489 -2.8808 3.3564
O -5.8140 -6.1729 7.7190
C -3.4031 -2.6709 4.8648
C -4.4469 -4.7275 5.5846
H -5.1716 -5.2541 6.2019
N -2.1679 3.5268 -8.4384
H 2.1592 5.9223 -10.4538
H -1.8412 -0.1302 0.9261
N -2.2227 -0.2391 -3.5823
C 8.0844 3.7879 -2.3564
O -2.0918 3.0689 -7.2885
C -1.4884 -0.5714 -4.8090
H -4.5780 -3.8717 13.1420
N -3.2981 -1.2085 4.9334
C -4.3347 -3.3386 5.6718
C 0.1029 5.3746 -10.7957
H 7.8748 2.8515 -2.8693
S 2.2551 1.8612 1.1271
O 6.7068 3.1327 0.8894
C 1.4209 0.7049 -0.0889
N -1.0834 1.8520 1.3787
H 0.6426 -1.1462 -1.5099
C 8.7425 4.8088 -3.0451
N 0.2823 -0.1108 0.4816
C -0.9846 4.2017 -8.9851
C -1.0325 4.7527 -10.2726
C 7.9829 5.2031 -0.3776
H -6.8414 -4.8848 13.1755
O -0.1583 -2.8520 1.6466
H 3.9799 -0.6252 1.3435
H 4.6364 2.4502 0.3450
N -6.5360 -6.1515 8.7270
O 1.5835 -3.4043 -0.0694
C 8.6441 6.2155 -1.0757
C 4.1201 1.6976 1.1059
H 2.2323 4.9594 -8.1695
H -0.8269 1.5990 2.3789
C -1.0356 0.6308 0.4814
O -2.0473 -0.9624 -2.5904
H 4.4970 2.0119 2.1935
C -4.9729 -4.3458 12.2451
H 9.5447 6.8065 -2.9422
C 0.5762 -2.6303 0.3568
O -7.6880 -6.6061 8.7744
H 8.8660 7.1598 -0.5832
O -4.0308 -0.6140 5.7380
C -2.6990 -4.7748 3.9084
C -4.2021 -4.3812 11.0821
H 2.2344 -0.0830 -0.4670
C -1.6400 0.2309 -5.9478
H -1.9364 4.7044 -10.8763
H -1.4419 0.9024 -0.5990
H -3.2087 -3.9378 11.0753
C 9.0244 6.0162 -2.4038
H 1.0513 1.2548 -1.0698
H 0.0767 5.8027 -11.7953
H 9.0395 4.6622 -4.0812
H -1.0689 0.5123 -8.0085
C 0.0716 -1.2842 -0.4978
H 0.2359 3.8605 -7.2159
C -6.7637 -5.5143 11.1141
H -1.0758 -1.3559 -0.7640
O 6.8452 1.8392 -0.8773
H 0.3965 -1.4876 -8.0661
O -3.1733 3.4499 -9.1589
H -2.0634 2.2116 1.3632
C 7.7105 3.9878 -1.0208
H -7.7603 -5.9497 11.1444
H -4.9762 -2.7969 6.3635
O -2.4863 -0.6519 4.1802
C 1.3165 4.9005 -8.7537
H -4.0928 -5.0008 9.0282
C -5.9907 -5.5417 9.9457
N 7.0385 2.9104 -0.2845
C -0.6510 -1.6952 -4.8339
C 0.0261 -2.0201 -6.0109
```

From a Mulliken analysis of the wavefunction, the atomic charges in e read: number 1, C, carries -0.368; number 2, C, carries -0.302; number 3, H, carries 0.553; number 4, C, carries -0.184; number 5, C, carries -0.551; number 6, O, carries -0.596; number 7, H, carries 0.461; number 8, C, carries -0.947; number 9, H, carries 0.482; number 10, H, carries 0.419; number 11, C, carries -0.200; number 12, C, carries -0.418; number 13, H, carries 0.258; number 14, H, carries 0.375; number 15, H, carries 0.204; number 16, C, carries -0.406; number 17, H, carries 0.381; number 18, C, carries -0.495; number 19, H, carries 0.759; number 20, O, carries -0.657; number 21, C, carries 0.030; number 22, C, carries -0.302; number 23, H, carries 0.573; number 24, N, carries 0.945; number 25, H, carries 0.361; number 26, H, carries 0.254; number 27, N, carries 0.934; number 28, C, carries -0.243; number 29, O, carries -0.546; number 30, C, carries 0.013; number 31, H, carries 0.359; number 32, N, carries 0.975; number 33, C, carries -0.459; number 34, C, carries -0.414; number 35, H, carries 0.421; number 36, S, carries -0.198; number 37, O, carries -0.529; number 38, C, carries -0.577; number 39, N, carries -0.596; number 40, H, carries 0.322; number 41, C, carries -0.451; number 42, N, carries 0.094; number 43, C, carries 0.029; number 44, C, carries -0.343; number 45, C, carries -0.244; number 46, H, carries 0.356; number 47, O, carries -0.659; number 48, H, carries 0.367; number 49, H, carries 0.085; number 50, N, carries 0.994; number 51, O, carries -0.717; number 52, C, carries -0.456; number 53, C, carries -0.106; number 54, H, carries 0.367; number 55, H, carries 0.251; number 56, C, carries -0.306; number 57, O, carries -0.545; number 58, H, carries 0.240; number 59, C, carries -0.373; number 60, H, carries 0.355; number 61, C, carries 0.138; number 62, O, carries -0.585; number 63, H, carries 0.354; number 64, O, carries -0.624; number 65, C, carries -0.544; number 66, C, carries -0.518; number 67, H, carries 0.358; number 68, C, carries -0.523; number 69, H, carries 0.421; number 70, H, carries 0.050; number 71, H, carries 0.373; number 72, C, carries -0.365; number 73, H, carries 0.283; number 74, H, carries 0.359; number 75, H, carries 0.354; number 76, H, carries 0.348; number 77, C, carries -0.279; number 78, H, carries 0.455; number 79, C, carries -0.363; number 80, H, carries 0.288; number 81, O, carries -0.516; number 82, H, carries 0.370; number 83, O, carries -0.590; number 84, H, carries 0.252; number 85, C, carries -0.013; number 86, H, carries 0.419; number 87, H, carries 0.424; number 88, O, carries -0.559; number 89, C, carries -0.482; number 90, H, carries 0.462; number 91, C, carries 0.069; number 92, N, carries 0.890; number 93, C, carries -0.164; number 94, C, carries -0.569



Number 1 is which compound?
C38H30BrCl3N6O6RuS